No. 1
Entry from the OMol25 dataset: 3 unconnected molecules or ions with the total composition C5H11NO2 (the ωB97M-V functional and the def2-TZVPD basis).

The geometry in XYZ format:
```
19
Properties=species:S:1:pos:R:3:mulliken_charge:R:1
C 0.61 1.00 1.86 -1.198
C 0.16 0.34 0.59 0.645
C -0.83 0.81 -0.25 -0.623
N -0.92 -0.07 -1.29 0.100
C 0.01 -1.06 -1.18 -0.514
C 0.68 -0.85 0.01 -0.745
H -0.19 1.64 2.23 0.331
H 0.78 0.24 2.63 0.339
H 1.50 1.61 1.75 0.290
H -1.37 1.73 -0.25 0.386
H -1.55 0.01 -2.07 0.173
H 0.10 -1.78 -1.97 0.440
H 1.37 -1.54 0.45 0.366
H -1.48 -0.74 1.51 0.402
H -1.91 -2.20 1.62 0.301
O -2.15 -1.32 1.92 -0.700
H 2.02 0.69 -1.13 0.350
H 3.20 1.14 -1.98 0.301
O 2.23 1.16 -1.95 -0.645
```

Summary:
Relative energy (zero: lowest compared OMol25 entry of this formula, charge and spin) ... 19.4 kcal per mole
SMILES string ... Cc1cc[nH]c1.O.O

No. 2
Entry from the OMol25 dataset: 2 unconnected molecules or ions with the total composition C5H11NO2 at a distorted geometry (the ωB97M-V functional and the def2-TZVPD basis).

The geometry in XYZ format:
```
19
Properties=species:S:1:pos:R:3:mulliken_charge:R:1
N 1.86 -0.66 0.73 -0.472
C 1.52 0.48 1.60 -0.548
C 0.28 1.14 0.98 -0.609
C -0.27 0.15 -0.06 -0.489
C 0.82 -0.92 -0.24 0.302
C 1.37 -0.99 -1.65 -0.265
O 0.71 -0.75 -2.62 -0.484
H 2.18 -1.45 1.26 0.253
H 1.28 0.19 2.62 0.283
H 2.38 1.16 1.63 0.283
H 0.50 2.06 0.50 0.264
H -0.43 1.41 1.76 0.314
H -0.58 0.62 -0.98 0.331
H -1.13 -0.40 0.32 0.250
H 0.36 -1.90 -0.12 0.242
H 2.42 -1.33 -1.75 0.344
H -3.70 0.08 -1.21 0.319
H -4.98 0.68 -1.80 0.322
O -4.56 0.42 -0.97 -0.638
```

Summary:
Relative energy (zero: lowest compared OMol25 entry of this formula, charge and spin) ... 36.0 kcal per mole
SMILES string ... O=C[C@@H]1CCCN1.O